No. 1
Entry from the Open Molecules 2025 dataset: C6H10O in the gas phase in a non-equilibrium geometry (wB97M-V/def2-TZVPD).

Geometry as XYZ:
```
17
Properties=species:S:1:pos:R:3:mulliken_charge:R:1
O -0.08402 -0.90347 1.56395 -0.510
C 0.02762 -0.04960 0.51252 0.410
C -1.81191 1.44803 -0.16479 -0.376
C -0.69797 1.08019 0.41423 -0.247
C 1.17929 -0.41695 -0.37929 -0.343
C -2.18915 -0.19470 -0.97389 -0.825
C 2.48942 -0.04539 0.31447 -1.218
H 2.50688 1.03044 0.51558 0.328
H 1.15189 -1.49604 -0.58651 0.315
H -2.85372 -0.83327 -1.61514 0.330
H 3.35340 -0.30344 -0.30233 0.359
H -2.21776 -0.64235 0.00151 0.235
H 2.56872 -0.57365 1.26952 0.296
H -0.82017 -0.60674 2.11912 0.399
H -2.28349 2.44784 -0.16678 0.357
H 1.08093 0.10310 -1.33862 0.297
H -1.27784 -0.07990 -1.53044 0.193
```

Results
Charge = 0
SMILES = CC=C=C(O)CC
Gap between HOMO and LUMO = 9.359 eV
LUMO = 0.84 eV
E = -8427.1289 eV
HOMO level = -8.517 eV

No. 2
Entry from the Open Molecules 2025 dataset: C6H10O in the gas phase (wB97M-V/def2-TZVPD).

Geometry as XYZ:
```
17
Properties=species:S:1:pos:R:3:mulliken_charge:R:1
O -0.96221 -0.58455 0.50004 -0.516
C 0.11514 -0.19600 -1.26840 -0.364
C 0.73837 0.65284 0.63290 -0.443
C 1.10285 -2.02361 0.64203 -1.365
C -1.59585 1.74709 -0.24469 -1.376
C 0.45267 -0.77265 0.13275 0.531
C -0.56611 0.66308 -0.17876 0.546
H -2.41826 1.48160 -0.91512 0.326
H 0.91907 0.25549 -1.86054 0.249
H 0.60779 0.78104 1.71036 0.279
H 2.16696 -2.05535 0.38943 0.322
H -1.14819 2.68839 -0.57795 0.320
H 1.60757 1.18303 0.23063 0.252
H -1.99957 1.89217 0.76292 0.325
H 0.61289 -2.92632 0.26697 0.329
H -0.57582 -0.78813 -1.87446 0.269
H 1.01102 -2.01119 1.73386 0.317
```

Results
Charge = 0
Gap between HOMO and LUMO = 10.259 eV
LUMO = 0.94 eV
E = -8429.3250 eV
HOMO level = -9.315 eV

No. 3
Entry from the Open Molecules 2025 dataset: C6H10O in the gas phase (wB97M-V/def2-TZVPD).

Geometry as XYZ:
```
17
Properties=species:S:1:pos:R:3:mulliken_charge:R:1
O 0.19745 0.22316 1.59506 -0.517
C 0.84222 0.51950 -0.42903 -0.141
C -1.28302 0.03124 -0.39528 -0.913
C 0.14351 -1.98483 0.49378 -1.551
C 0.85910 1.29778 0.90161 -0.573
C -0.03071 -0.48939 0.36142 1.289
C -0.38404 0.97551 -1.23978 -0.711
H 0.24742 2.21466 0.83885 0.197
H -1.80115 -0.72560 -0.99282 0.330
H -0.58637 2.04622 -1.13400 0.292
H 1.76817 0.23963 -0.94025 0.403
H -0.63321 -2.39148 1.15430 0.355
H 0.04097 -2.48401 -0.47781 0.365
H -0.35475 0.72675 -2.30217 0.272
H -2.00442 0.51076 0.27261 0.264
H 1.11933 -2.24072 0.91704 0.354
H 1.77850 1.63022 1.38929 0.284
```

Results
Charge = 0
SMILES = C[C@]12CC[C@H]1CO2
Gap between HOMO and LUMO = 10.473 eV
LUMO = 1.11 eV
E = -8429.8721 eV
HOMO level = -9.363 eV

No. 4
Entry from the Open Molecules 2025 dataset: 2 unconnected molecules or ions with the total composition C6H10O in a non-equilibrium geometry (wB97M-V/def2-TZVPD).

Geometry as XYZ:
```
17
Properties=species:S:1:pos:R:3:mulliken_charge:R:1
O 0.32109 -1.23640 0.96682 -0.485
C 0.79760 1.25333 -0.54170 -0.717
C 0.54619 -0.23277 -0.89854 -0.065
C -0.23848 1.16691 0.60997 -0.892
C 1.32333 -1.17472 0.00696 -0.562
C -0.52321 -0.30287 0.22833 1.244
C -1.94209 -0.80062 0.12378 -1.512
H 2.56498 -0.38870 0.47596 -0.015
H 0.49934 1.93690 -1.33778 0.254
H -1.95781 -1.82366 -0.26263 0.350
H 0.14298 1.28520 1.62783 0.256
H -2.53917 -0.16258 -0.53799 0.366
H -1.09793 1.83308 0.47439 0.314
H 2.34425 -1.52467 0.13871 0.365
H 0.34568 -0.49045 -1.94299 0.390
H -2.41492 -0.79800 1.11384 0.349
H 1.82816 1.46002 -0.24497 0.363
```

Results
Charge = 0
Gap between HOMO and LUMO = 9.030 eV
LUMO = 1.02 eV
E = -8426.6998 eV
HOMO level = -8.013 eV

No. 5
Entry from the Open Molecules 2025 dataset: C6H10O in the gas phase (wB97M-V/def2-TZVPD).

Geometry as XYZ:
```
17
Properties=species:S:1:pos:R:3:mulliken_charge:R:1
O 2.59765 -0.65312 1.99307 -0.467
C -2.14814 0.79694 -0.29206 -0.600
C 0.22857 0.00993 0.38977 -0.646
C 2.69173 -0.31255 0.83854 -0.052
C 1.57665 -0.47267 -0.17436 -0.429
C -0.73148 0.48925 -0.67775 -0.031
C -1.85264 -0.37414 -1.18787 -0.645
H 1.83250 0.08184 -1.08532 0.331
H -2.43752 0.58629 0.73498 0.244
H 3.61986 0.17811 0.47513 0.315
H -0.28056 1.16398 -1.40599 0.380
H 0.41826 0.83539 1.08681 0.354
H -1.96237 -1.37194 -0.76966 0.237
H 1.52354 -1.53045 -0.46466 0.258
H -2.13182 -0.29890 -2.23546 0.258
H -0.23682 -0.78719 0.98196 0.232
H -2.62264 1.67571 -0.71884 0.260
```

Results
Charge = 0
SMILES = O=CCCC1CC1
Gap between HOMO and LUMO = 10.799 eV
LUMO = 1.01 eV
E = -8430.4010 eV
HOMO level = -9.791 eV

No. 6
Entry from the Open Molecules 2025 dataset: a molecular structure, C6H10O in a non-equilibrium geometry (wB97M-V/def2-TZVPD).

Geometry as XYZ:
```
17
Properties=species:S:1:pos:R:3:mulliken_charge:R:1
O 0.13385 0.23885 1.50480 -0.434
C -0.32344 0.37104 0.02377 0.241
C -0.16304 1.96210 1.09092 -0.760
C 0.85019 -1.37954 -1.07029 -0.410
C -0.33313 -1.89370 -0.71291 -0.384
C -1.25193 -0.80957 -0.21032 -0.615
C 0.88117 0.11750 -0.86257 -0.971
H -0.62444 -2.93836 -0.79748 0.414
H -1.99387 -0.55023 -0.97828 0.247
H 0.15855 2.17722 2.09423 0.251
H 0.76769 0.64837 -1.81974 0.316
H 1.67118 -1.94221 -1.50272 0.413
H 0.42957 2.55135 0.43338 0.341
H 1.81619 0.50496 -0.43494 0.394
H -1.81700 -1.07502 0.69035 0.342
H -1.16863 2.28707 0.98703 0.322
H 0.96712 -0.26980 1.56476 0.295
```

Results
Charge = 0
Gap between HOMO and LUMO = 8.513 eV
LUMO = 1.01 eV
E = -8426.0259 eV
HOMO level = -7.507 eV

No. 7
Entry from the Open Molecules 2025 dataset: C6H10O in the gas phase in a non-equilibrium geometry (wB97M-V/def2-TZVPD).

Geometry as XYZ:
```
17
Properties=species:S:1:pos:R:3:mulliken_charge:R:1
O -0.09469 2.41909 0.37847 -0.036
C 0.89401 1.62314 0.59226 -0.687
C 0.57048 -1.96680 0.14177 -1.670
C -1.04613 0.04661 0.29698 -0.944
C -1.17283 1.62085 -0.06592 -0.508
C 1.24477 0.42194 -0.18752 -0.385
C 0.16433 -0.60418 -0.39647 0.709
H -1.10754 -0.21761 1.37087 0.308
H 0.83025 -1.89441 1.20388 0.380
H 2.06619 0.12138 0.46223 0.343
H 1.74426 0.73605 -1.11131 0.359
H -1.22412 1.70635 -1.15253 0.306
H -0.05452 -0.69871 -1.46681 0.288
H -2.04320 2.04648 0.42694 0.349
H 1.44682 -2.36313 -0.38861 0.391
H -0.24889 -2.68211 0.03728 0.388
H -1.96920 -0.31494 -0.14151 0.409
```

Results
Charge = 0
Gap between HOMO and LUMO = 7.915 eV
LUMO = 0.77 eV
E = -8427.5681 eV
HOMO level = -7.146 eV

No. 8
Entry from the Open Molecules 2025 dataset: a molecular structure, C6H10O in a non-equilibrium geometry (wB97M-V/def2-TZVPD).

Geometry as XYZ:
```
17
Properties=species:S:1:pos:R:3:mulliken_charge:R:1
O 2.89984 -0.00358 0.22101 -0.457
C -0.10466 1.35857 0.56780 -0.495
C 0.77658 0.59293 -0.33066 0.083
C 0.61100 -0.83255 -0.40088 -0.769
C -2.14024 -0.26524 0.23408 -1.330
C -1.00606 0.59188 -0.33628 -0.022
C 2.55653 -1.14667 0.01946 -0.131
H 1.17683 1.09905 -1.20934 0.278
H 3.40560 -1.87691 0.18307 0.321
H -0.07437 2.43672 0.44982 0.261
H -1.28528 1.06838 -1.26450 0.391
H 0.20602 -1.34907 0.45418 0.334
H -2.47557 -1.04516 -0.45824 0.344
H -1.86522 -0.74028 1.17945 0.313
H -3.01092 0.38215 0.43996 0.365
H 0.46186 -1.31757 -1.35904 0.300
H -0.13194 1.04735 1.61009 0.216
```

Results
Charge = 0
Gap between HOMO and LUMO = 8.536 eV
LUMO = 1.06 eV
E = -8426.5723 eV
HOMO level = -7.480 eV

No. 9
Entry from the Open Molecules 2025 dataset: a molecular structure, C6H10O (wB97M-V/def2-TZVPD).

Geometry as XYZ:
```
17
Properties=species:S:1:pos:R:3:mulliken_charge:R:1
O 1.13441 1.41971 0.74702 -0.567
C 0.02544 -0.61116 1.50348 -0.128
C 0.09866 -1.81920 1.03019 -0.614
C -0.10423 0.80415 -1.77785 -1.432
C -0.59178 0.08462 -0.52808 0.280
C -0.08000 0.70608 0.81381 -0.165
C -0.19548 -1.42780 -0.44204 -0.514
H 0.98941 0.80261 -1.84485 0.294
H 0.76017 -0.33017 2.85609 0.112
H -0.97347 -2.06370 -0.88170 0.405
H 1.81281 0.80588 0.43158 0.410
H -0.49084 0.30514 -2.67341 0.395
H -0.80318 1.40275 1.24440 0.449
H -0.00522 -0.44527 3.01778 0.105
H 0.71770 -1.62848 -1.02018 0.300
H -1.68682 0.13505 -0.48879 0.304
H -0.43331 1.84742 -1.80114 0.367
```

Results
Charge = 0
Gap between HOMO and LUMO = 9.177 eV
LUMO = 0.61 eV
E = -8425.7471 eV
HOMO level = -8.570 eV

No. 10
Entry from the Open Molecules 2025 dataset: C6H10O in the gas phase (wB97M-V/def2-TZVPD).

Geometry as XYZ:
```
17
Properties=species:S:1:pos:R:3:mulliken_charge:R:1
O -1.73152 1.05557 -1.39611 -0.567
C 0.69793 0.74204 0.93565 -0.630
C 0.84017 -0.75883 1.18826 -0.612
C -0.89857 -1.04439 -0.57456 -0.648
C -0.55858 0.25862 -1.25314 0.163
C -0.27382 -1.51026 0.50724 -0.253
C 0.59189 1.01783 -0.56488 -0.770
H 1.55059 1.28563 1.35858 0.327
H -0.57716 -2.46614 0.93240 0.374
H 1.54175 0.73514 -1.03818 0.353
H -2.15158 1.10597 -0.52813 0.369
H 0.44219 2.08510 -0.76093 0.306
H 1.80943 -1.11038 0.80269 0.278
H 0.84358 -0.97680 2.26252 0.341
H -1.72200 -1.60011 -1.02084 0.396
H -0.26005 0.04702 -2.28685 0.296
H -0.20053 1.10533 1.45357 0.277
```

Results
Charge = 0
SMILES = O[C@@H]1C=CCCC1
Gap between HOMO and LUMO = 10.552 eV
LUMO = 1.02 eV
E = -8431.1999 eV
HOMO level = -9.530 eV

No. 11
Entry from the Open Molecules 2025 dataset: 2 unconnected molecules or ions with the total composition C6H10O (wB97M-V/def2-TZVPD).

Geometry as XYZ:
```
17
Properties=species:S:1:pos:R:3:mulliken_charge:R:1
O 0.03816 1.40192 0.90739 -0.425
C 1.08661 1.30510 -0.05814 -0.131
C 1.45238 -0.97793 0.77568 -0.384
C 0.09347 -1.00058 0.86070 -0.325
C 1.86996 0.06051 -0.07837 -0.544
C -1.85175 0.27462 -0.16430 -1.218
C -0.75397 0.24081 0.90081 0.435
H -1.23760 0.22203 1.88939 0.292
H -1.43111 0.27738 -1.17553 0.265
H 2.05822 -1.86705 0.94662 0.362
H 1.78261 2.12590 0.15641 0.389
H -0.44953 -1.94689 0.88697 0.342
H 0.48766 -1.22605 -2.49132 0.129
H 0.70650 1.48615 -1.07843 0.255
H -2.50933 -0.59690 -0.06999 0.381
H 1.10964 -0.95858 -2.17553 -0.146
H -2.45190 1.17958 -0.03234 0.325
```

Results
Charge = 0
Gap between HOMO and LUMO = 7.995 eV
LUMO = -0.23 eV
E = -8426.7158 eV
HOMO level = -8.223 eV

No. 12
Entry from the Open Molecules 2025 dataset: 2 unconnected molecules or ions with the total composition C6H10O in a non-equilibrium geometry (wB97M-V/def2-TZVPD).

Geometry as XYZ:
```
17
Properties=species:S:1:pos:R:3:mulliken_charge:R:1
O -1.89813 -0.07450 -0.76802 -0.449
C -1.31289 0.92593 0.09857 0.143
C 1.68680 -0.60279 -0.28144 -1.621
C 0.74096 0.32367 0.45730 0.287
C 0.05161 1.43506 -0.38260 -1.037
C -0.65765 -0.18432 0.96171 -0.131
C -1.38946 -1.12426 0.01252 -0.465
H 0.18510 1.36454 -1.46741 0.306
H -0.42688 -1.97036 -0.71090 -0.099
H -1.50018 -2.17300 -0.22960 0.450
H 0.29450 2.45470 -0.06183 0.290
H 2.58519 -0.04767 -0.57310 0.387
H -2.07098 1.63799 0.43819 0.402
H 1.22883 -1.00193 -1.19270 0.374
H 1.99374 -1.45261 0.33887 0.337
H 1.26097 0.76218 1.31403 0.432
H -0.77154 -0.27262 2.04641 0.395
```

Results
Charge = 0
Gap between HOMO and LUMO = 9.130 eV
LUMO = 1.03 eV
E = -8426.6810 eV
HOMO level = -8.097 eV

No. 13
Entry from the Open Molecules 2025 dataset: C6H10O in the gas phase (wB97M-V/def2-TZVPD).

Geometry as XYZ:
```
17
Properties=species:S:1:pos:R:3:mulliken_charge:R:1
O 0.42674 1.33937 0.66567 -0.487
C -0.06754 -1.51058 0.01217 -0.753
C 0.86624 -0.39462 -0.49832 -0.070
C 0.19673 1.00304 -0.72791 0.142
C 1.06642 0.09222 0.95132 0.038
C -1.27192 1.31515 -1.05944 -1.287
C 0.12731 -1.02048 1.47253 -0.737
H -1.99584 0.55441 -0.74848 0.298
H 0.80802 1.63223 -1.39568 0.341
H -0.76166 -0.64533 1.98691 0.267
H -1.49019 2.21703 -0.47432 0.281
H -1.47436 1.57599 -2.10693 0.357
H 0.61745 -1.76257 2.11565 0.295
H 2.01723 0.22720 1.48078 0.390
H 1.71295 -0.65591 -1.14066 0.392
H 0.30800 -2.52424 -0.15640 0.286
H -1.08561 -1.44291 -0.37689 0.248
```

Results
Charge = 0
SMILES = C[C@H]1O[C@H]2CC[C@H]21
Gap between HOMO and LUMO = 10.456 eV
LUMO = 1.14 eV
E = -8429.7253 eV
HOMO level = -9.316 eV

No. 14
Entry from the Open Molecules 2025 dataset: 2 unconnected molecules or ions with the total composition C6H10O (wB97M-V/def2-TZVPD).

Geometry as XYZ:
```
17
Properties=species:S:1:pos:R:3:mulliken_charge:R:1
O 4.05767 -1.12636 -0.68846 -0.360
C 1.85328 -1.89597 0.14167 -1.112
C -1.75663 -0.52246 0.00859 -1.263
C -0.83019 1.83260 0.61734 -0.598
C 3.00890 -1.48446 -0.32631 0.903
C -1.36062 0.87165 -0.40597 0.220
C 0.08881 1.25392 -0.42164 -0.443
H 0.44249 1.89893 -1.22039 0.274
H -2.78379 -0.54456 0.38801 0.345
H -0.71297 1.46714 1.63496 0.237
H 0.79509 0.50218 -0.07857 0.117
H -1.68607 -1.21900 -0.83593 0.278
H 1.85750 -2.20949 1.17821 0.236
H -1.97470 1.30636 -1.19276 0.327
H -1.09602 -0.88616 0.80558 0.252
H 0.98955 -2.00866 -0.50243 0.330
H -1.10888 2.87900 0.54267 0.258
```

Results
Charge = 0
SMILES = CC1CC1.C=C=O
Gap between HOMO and LUMO = 10.233 eV
LUMO = 0.84 eV
E = -8429.6900 eV
HOMO level = -9.391 eV